{
  "formula": "C38H30Cl5IN2OP2Tc",
  "method": "ωB97M-V with the def2-TZVPD basis set",
  "total_energy_ha": -5012.506094,
  "charge": 2,
  "homo_energy_ev": [-13.2, -13.2],
  "lumo_energy_ev": [-6.14, -7.69],
  "multiplicity": 4,
  "symbols": ["Tc", "C", "P", "C", "C", "C", "C", "C", "C", "C", "C", "C", "C", "C", "C", "C", "C", "C", "C", "C", "P", "C", "C", "C", "C", "C", "C", "C", "C", "C", "C", "C", "C", "N", "H", "H", "H", "H", "H", "H", "H", "H", "H", "H", "H", "H", "H", "H", "H", "H", "H", "H", "H", "H", "H", "H", "H", "H", "H", "H", "Cl", "C", "C", "C", "Cl", "C", "Cl", "C", "Cl", "C", "Cl", "N", "C", "O", "C", "I", "H", "H", "H", "H"],
  "positions_angstrom": [[0.56, 0.13, 0.05], [-0.45, 2.95, 1.56], [0.80, 2.60, 0.26], [0.58, 3.83, -1.04], [0.74, 5.17, -0.66], [0.59, 6.18, -1.60], [0.30, 5.86, -2.92], [0.15, 4.54, -3.30], [0.29, 3.52, -2.37], [2.47, 2.86, 0.89], [2.77, 3.12, 2.22], [4.10, 3.23, 2.62], [5.12, 3.07, 1.70], [4.82, 2.80, 0.37], [3.50, 2.70, -0.03], [-1.42, 1.82, 1.68], [-2.57, 1.70, 2.41], [-3.08, 0.39, 2.18], [-2.22, -0.23, 1.31], [-2.27, -1.55, 0.60], [-0.54, -2.07, 0.31], [-0.44, -3.18, -1.11], [-1.44, -3.26, -2.08], [-1.26, -4.05, -3.20], [-0.08, -4.75, -3.38], [0.92, -4.68, -2.42], [0.75, -3.90, -1.29], [0.07, -2.96, 1.75], [1.45, -3.05, 1.94], [1.96, -3.78, 3.00], [1.10, -4.40, 3.90], [-0.28, -4.30, 3.72], [-0.79, -3.59, 2.64], [-1.18, 0.63, 0.99], [-0.95, 3.89, 1.30], [0.06, 3.11, 2.51], [0.99, 5.42, 0.36], [0.71, 7.21, -1.30], [0.19, 6.65, -3.65], [-0.07, 4.29, -4.33], [0.18, 2.50, -2.68], [2.00, 3.25, 2.96], [4.33, 3.46, 3.65], [6.15, 3.17, 2.01], [5.61, 2.69, -0.35], [3.27, 2.50, -1.07], [-3.01, 2.45, 3.04], [-3.99, -0.03, 2.58], [-2.75, -1.44, -0.37], [-2.83, -2.30, 1.15], [-2.37, -2.72, -1.96], [-2.05, -4.12, -3.94], [0.06, -5.37, -4.26], [1.84, -5.24, -2.55], [1.54, -3.86, -0.55], [2.13, -2.57, 1.25], [3.03, -3.87, 3.13], [1.49, -4.96, 4.73], [-0.95, -4.79, 4.41], [-1.86, -3.54, 2.51], [4.24, -1.19, 0.25], [3.31, -1.21, -1.21], [2.03, -0.66, -1.21], [1.38, -0.71, -2.42], [-0.26, -0.01, -2.26], [1.83, -1.25, -3.60], [0.86, -1.26, -5.01], [3.12, -1.80, -3.56], [3.77, -2.50, -4.97], [3.86, -1.76, -2.36], [5.44, -2.42, -2.34], [2.83, -0.23, 3.55], [1.65, -0.11, 2.98], [1.63, 0.08, 1.73], [0.42, -0.25, 3.81], [0.32, 1.34, 5.24], [3.67, -0.09, 3.00], [2.92, -0.33, 4.55], [0.44, -1.17, 4.39], [-0.48, -0.21, 3.19]],
  "lowdin_charge": [1.23, -0.22, 1.04, -0.36, -0.08, -0.05, -0.04, -0.05, -0.09, -0.37, -0.09, -0.06, -0.05, -0.06, -0.10, -0.38, -0.03, -0.01, -0.38, -0.23, 1.03, -0.36, -0.09, -0.06, -0.05, -0.05, -0.09, -0.35, -0.13, -0.05, -0.05, -0.05, -0.06, -0.18, 0.11, 0.05, 0.12, 0.12, 0.12, 0.12, 0.04, 0.07, 0.12, 0.12, 0.12, 0.11, 0.12, 0.12, 0.09, 0.10, 0.10, 0.12, 0.12, 0.12, 0.10, 0.05, 0.12, 0.12, 0.12, 0.11, 0.73, -0.68, -0.37, -0.63, 0.77, -0.71, 0.77, -0.69, 0.77, -0.69, 0.75, 0.25, -0.58, -0.22, -0.53, 0.96, 0.12, 0.13, 0.06, 0.03]
}